Molecular formula: C27H20ClF6IrN2O5P
Method: DFT, the ωB97M-V functional and the def2-TZVPD basis

```
! RIJCOSX wB97M-V def2-TZVPD def2/J DEFGRID3
* xyz 1 1
Ir 0.133 0.145 -0.027
O -5.686 -0.836 0.494
C -5.423 0.451 0.274
O -6.280 1.281 0.176
C -3.985 0.838 0.138
C -3.566 2.129 -0.128
N -2.228 2.119 -0.228
N -1.757 0.892 -0.045
C -2.798 0.106 0.174
C -2.414 -1.275 0.435
O -3.178 -2.196 0.589
O -1.094 -1.402 0.493
H -4.873 -1.384 0.538
H -4.147 3.030 -0.235
H -1.587 2.877 -0.423
Cl 2.718 0.328 -0.199
C 3.506 -1.208 0.026
C 4.868 -1.252 0.230
C 5.443 -2.500 0.436
C 4.661 -3.648 0.447
C 3.292 -3.566 0.238
C 2.707 -2.324 -0.004
P 0.970 -2.104 -0.391
C 0.166 -3.631 0.051
C -0.020 -3.948 1.399
C -0.491 -5.201 1.743
C -0.774 -6.131 0.748
C -0.614 -5.803 -0.589
C -0.147 -4.545 -0.950
C 0.940 -1.976 -2.218
C 2.086 -2.213 -2.974
C 2.058 -2.070 -4.355
C 0.887 -1.690 -4.991
C -0.267 -1.477 -4.248
C -0.245 -1.621 -2.871
H 5.458 -0.347 0.245
H 6.510 -2.569 0.601
H 5.117 -4.613 0.619
H 2.684 -4.461 0.243
H 0.192 -3.216 2.169
H -0.647 -5.452 2.784
H -1.125 -7.117 1.019
H -0.858 -6.522 -1.359
H -0.024 -4.289 -1.993
H 3.009 -2.511 -2.493
H 2.952 -2.263 -4.932
H 0.869 -1.572 -6.066
H -1.190 -1.203 -4.742
H -1.167 -1.512 -2.317
C 2.352 3.247 1.161
C 1.203 3.242 0.156
O 0.441 2.070 0.095
C 1.704 3.615 -1.267
F 2.732 2.821 -1.620
F 2.138 4.874 -1.328
F 0.748 3.453 -2.185
C 0.214 4.338 0.643
F -0.810 4.519 -0.235
F -0.332 3.966 1.805
F 0.786 5.522 0.808
H 3.135 2.563 0.871
H 1.966 2.955 2.136
H 2.784 4.244 1.234
*
```

As for the HOMO-LUMO gap: 6.968 eV. The energy above the lowest of the compared OMol25 structures with the same formula, charge and spin is 72.1 kcal per mole.